No. 1
Below is C7H11F2O2P in the gas phase at a distorted geometry, with properties calculated with the ωB97M-V functional and the def2-TZVPD basis.

The geometry in XYZ format:
```
23
Properties=species:S:1:pos:R:3:forces:R:3:nbo_charge:R:1
C -1.75344 0.92369 1.87093 1.95 -1.20 -1.41 -0.299
C -2.62387 0.85449 0.88933 4.11 -1.31 -1.55 -0.236
C 2.09046 1.55662 -0.45543 -2.19 -1.99 -1.05 -0.218
C 0.74786 1.45033 -0.38966 -0.52 0.89 -0.19 0.065
C 2.88939 0.35220 -0.92831 -1.20 0.43 3.04 -0.634
C 0.21315 -2.47405 0.30942 1.19 -0.71 -0.52 -0.259
C -2.18165 0.28583 -0.42123 0.06 -1.75 -0.73 -0.154
O -0.17312 -0.75541 -2.01229 0.26 -1.08 -2.87 -1.077
O 0.12619 -1.06207 0.48554 -1.08 0.22 0.52 -0.822
F 0.03752 2.65914 -0.10927 0.57 -1.94 -0.10 -0.376
F -2.60776 -1.12635 -0.45163 -0.10 0.80 0.11 -0.397
P -0.37860 -0.15820 -0.73587 0.74 3.54 3.04 2.099
H -2.01107 1.28352 2.78509 -0.83 0.99 2.59 0.193
H -0.70105 0.53254 1.80114 -1.29 0.71 -0.10 0.213
H -3.59762 1.05169 0.95515 -3.75 1.14 0.47 0.207
H 2.59496 2.40397 -0.08650 0.30 1.20 0.02 0.218
H 3.10005 0.25145 -1.94680 0.51 0.43 -1.56 0.231
H 2.22318 -0.48331 -0.67573 0.81 -0.30 -0.01 0.217
H 3.76331 0.40203 -0.27230 0.23 -0.80 -0.51 0.215
H 1.24392 -2.69639 0.53056 0.57 -0.22 -0.37 0.183
H -0.04263 -2.72803 -0.69936 0.18 -0.12 -0.66 0.210
H -0.30652 -3.20396 0.91336 -1.09 0.94 0.92 0.197
H -2.65266 0.68026 -1.35614 0.56 0.11 0.90 0.227
```
Positions in Å, forces in eV/Å.

Properties
SMILES   C=C[C@H](F)[P@](=O)(OC)/C(F)=C\C
Calculated total energy   -964.81917 a.u.
Frontier orbital gap   10.544 eV
ΔE to the lowest compared entry with this formula, charge and spin   0.0 kJ/mol
LUMO   0.91 eV
E_HOMO   -9.64 eV

No. 2
Below is a molecular structure, C18H27Cl2N9OTi, with properties calculated with the ωB97M-V functional and the def2-TZVPD basis.

The geometry in XYZ format:
```
58
Properties=species:S:1:pos:R:3:forces:R:3:nbo_charge:R:1
Ti 0.13193 0.28913 0.26391 -0.55 -0.15 -0.33 1.727
C 0.46422 -0.28094 4.94844 -0.07 0.07 -0.04 -0.436
N -0.88824 -0.08318 4.38129 -0.02 -0.02 0.03 -0.296
C -2.01931 -0.11636 5.34011 0.07 0.05 -0.06 -0.441
C -1.06236 -0.01902 3.08555 -0.03 -0.06 -0.05 0.689
N -0.06241 -0.07618 2.18971 0.25 0.13 -0.18 -0.893
N -2.35372 0.09794 2.60216 -0.02 -0.02 0.03 -0.582
C -2.76400 0.08716 1.29699 -0.06 0.02 0.04 0.695
N -4.06828 0.08521 1.09257 0.05 -0.01 0.00 -0.705
N -1.88504 0.09992 0.29551 0.24 -0.01 0.08 -0.858
H 0.43548 -0.00014 5.99596 0.01 -0.03 0.01 0.275
H 1.18253 0.37426 4.45748 0.01 -0.01 0.02 0.223
H 0.75599 -1.32889 4.87013 0.03 0.00 0.00 0.246
H -1.63484 0.15081 6.31884 -0.01 -0.05 0.02 0.278
H -2.44923 -1.11729 5.38624 -0.04 0.01 0.00 0.253
H -2.76878 0.63504 5.09145 -0.01 0.00 0.03 0.222
H 0.83029 -0.28694 2.63438 -0.04 0.03 0.05 0.435
H -3.08489 0.11488 3.30023 0.01 0.00 -0.01 0.452
H -4.74386 0.07270 1.84577 -0.01 0.00 0.00 0.450
H -4.45713 0.11540 0.16005 -0.01 0.00 0.01 0.447
H -2.34255 0.07601 -0.61064 -0.01 0.03 0.02 0.419
C 5.13007 2.82620 -0.59700 0.01 0.01 -0.01 -0.094
C 5.50957 1.58306 -0.09250 -0.02 -0.05 0.02 -0.163
C 4.57078 0.58357 0.08013 0.07 0.14 -0.03 -0.187
C 3.23937 0.85541 -0.25277 -0.12 -0.23 0.14 0.119
C 2.84542 2.10412 -0.74420 0.09 0.12 0.01 -0.239
C 3.80142 3.08686 -0.92452 -0.05 -0.04 0.02 -0.189
N 2.24433 -0.14861 -0.11452 0.05 0.15 0.14 -0.235
N 2.62291 -1.33799 -0.09052 -0.11 -0.01 -0.11 -0.061
C 1.57765 -2.27081 -0.07077 0.18 0.06 0.00 0.272
C 1.89739 -3.60988 -0.11830 -0.09 0.01 0.00 -0.158
C 0.85577 -4.53296 -0.20144 0.03 0.00 0.00 -0.059
C -0.44778 -4.06430 -0.23669 -0.04 0.04 0.00 -0.202
C -0.68575 -2.70049 -0.16722 0.01 0.00 0.00 0.090
N 0.30476 -1.79527 -0.08438 0.04 -0.01 0.01 -0.535
H 5.87790 3.59583 -0.73812 0.00 0.00 0.00 0.268
H 6.54432 1.39576 0.16110 0.00 0.00 0.00 0.270
H 4.86081 -0.38207 0.46925 -0.03 -0.02 0.00 0.259
H 1.81661 2.30699 -1.01664 0.02 -0.04 0.00 0.203
H 3.52407 4.05036 -1.33046 0.01 0.01 0.00 0.252
H 2.93714 -3.90849 -0.10719 0.01 0.01 0.00 0.291
H 1.06665 -5.59414 -0.24869 -0.01 0.00 0.00 0.286
H -1.28722 -4.74158 -0.31771 0.01 -0.01 0.00 0.283
H -1.69530 -2.31874 -0.18181 0.00 -0.02 0.00 0.222
Cl -0.43171 2.87204 0.85679 0.22 -0.11 0.03 0.037
C 0.81600 3.65962 1.96220 -0.09 0.04 -0.11 -0.344
Cl 2.02102 2.51465 2.48482 0.02 0.00 0.11 0.069
H 0.24645 4.04258 2.80135 0.02 0.02 0.00 0.270
H 1.26743 4.44199 1.36221 0.01 0.01 0.03 0.269
C -1.01115 2.50066 -2.97319 0.04 -0.04 -0.01 -0.717
C -0.25297 1.24174 -2.75997 0.02 0.12 0.06 0.746
N 0.23727 0.56600 -3.75263 -0.03 0.02 0.04 -0.653
O -0.03039 0.82340 -1.54625 -0.07 -0.24 0.05 -0.717
H -1.51524 2.51346 -3.93835 0.01 0.01 -0.01 0.291
H -0.29529 3.32956 -2.95609 -0.02 0.02 0.01 0.298
H -1.72746 2.65549 -2.16969 -0.02 0.01 -0.02 0.257
H 0.08868 0.86852 -4.71035 0.01 -0.01 0.00 0.464
H 0.80194 -0.26198 -3.60680 0.00 0.00 -0.03 0.443
```
Positions in Å, forces in eV/Å.

Properties
Charge   +4
Calculated total energy   -3038.67726 a.u.
Frontier orbital gap   5.631 eV
ΔE to the lowest compared entry with this formula, charge and spin   24.8 kJ/mol
LUMO   -14.14 eV
E_HOMO   -19.77 eV

No. 3
Below is a molecular structure, C32H34Br2IOPS2Tb at a distorted geometry, with properties calculated with the ωB97M-V functional and the def2-TZVPD basis.

The geometry in XYZ format:
```
74
Properties=species:S:1:pos:R:3:forces:R:3:lowdin_spin:R:1
Tb -0.13160 -0.64781 0.42531 -1.08 -1.98 0.69 6.040
C 2.52778 4.86520 -4.40505 -0.02 0.04 0.08 0.000
C 2.10309 5.24398 -2.97764 0.02 0.05 -0.04 0.000
C 0.82239 6.07784 -3.05663 0.08 -0.10 0.02 0.000
C 3.19538 6.09671 -2.31491 -0.05 -0.03 -0.04 0.000
C 1.90471 3.96645 -2.16753 -0.02 -0.02 0.01 0.000
C 0.68468 3.61712 -1.61344 -0.12 0.07 0.01 0.000
C 0.60858 2.44175 -0.89966 -0.24 -0.40 0.32 0.000
Br -1.11371 1.90864 -0.12290 0.20 0.80 -0.47 0.004
C 1.65939 1.55669 -0.68040 0.43 0.97 -0.35 0.002
O 1.45461 0.45511 0.05966 1.51 1.04 -0.70 -0.016
C 2.90419 1.90268 -1.26023 -0.13 -0.33 0.26 -0.001
C 2.97498 3.08885 -1.97286 -0.02 0.10 -0.09 0.000
C 4.13126 0.99727 -1.09212 0.05 -0.03 0.00 0.000
C 5.35479 1.58783 -1.79717 -0.01 -0.01 0.05 0.000
C 3.87258 -0.38119 -1.72672 0.02 0.14 0.03 0.000
C 4.48276 0.85941 0.39946 -0.05 0.00 -0.10 0.000
H 2.63036 5.76403 -5.01532 0.02 0.00 0.00 0.000
H 1.77796 4.22038 -4.86666 0.02 0.00 -0.03 0.000
H 3.48482 4.34222 -4.41279 -0.01 -0.02 -0.02 0.000
H 1.01758 6.98348 -3.63083 -0.01 0.01 0.00 0.000
H 0.48272 6.37897 -2.06368 -0.04 0.02 -0.02 0.000
H 0.02130 5.53264 -3.55986 -0.03 0.03 0.02 0.000
H 3.33556 7.02293 -2.87449 0.01 0.00 0.00 0.000
H 4.15275 5.57535 -2.28542 0.00 0.01 0.02 0.000
H 2.91105 6.35255 -1.29275 0.03 0.02 0.01 0.000
H -0.19458 4.23520 -1.72116 0.02 0.00 -0.02 0.000
H 3.92566 3.35615 -2.41221 -0.07 0.01 0.02 0.000
H 5.17987 1.71260 -2.86716 0.06 0.01 0.00 0.000
H 6.19801 0.90739 -1.67601 0.00 0.00 0.01 0.000
H 5.63863 2.54827 -1.36346 0.03 0.01 -0.05 0.000
H 3.64848 -0.27021 -2.78939 0.00 -0.03 0.00 0.000
H 3.04854 -0.90665 -1.25380 -0.11 -0.04 0.06 0.000
H 4.76299 -1.00495 -1.63042 0.00 0.02 0.00 0.000
H 4.67042 1.84247 0.83531 0.02 -0.01 0.01 0.000
H 5.38732 0.25893 0.51154 0.00 0.00 0.00 0.000
H 3.68633 0.38025 0.96405 -0.04 -0.02 0.03 0.000
Br 1.50915 1.30416 6.43964 -0.01 0.02 0.14 0.000
C 0.02740 0.16019 6.23891 0.08 0.05 -0.24 0.000
C -0.68264 -0.24335 7.36064 0.05 0.05 0.08 0.000
C -1.77155 -1.08919 7.23226 -0.03 -0.02 -0.02 0.000
C -2.16162 -1.53693 5.98028 0.02 0.01 -0.01 0.000
C -1.46164 -1.13500 4.85298 -0.03 -0.05 -0.01 0.000
C -0.37617 -0.29231 4.98885 0.36 0.18 -0.46 0.000
I 0.70728 0.33588 3.23290 -0.16 -0.11 0.98 -0.004
H -0.37465 0.11295 8.33390 0.01 -0.01 -0.01 0.000
H -2.31484 -1.39610 8.11558 0.01 0.01 0.00 0.000
H -3.01090 -2.19706 5.86602 -0.01 0.01 0.03 0.000
H -1.77045 -1.47713 3.88017 -0.04 -0.02 -0.15 0.000
S -0.70553 -2.71066 -1.12333 0.03 -0.19 -0.13 -0.016
P -2.41399 -2.76241 -0.02154 -0.53 -0.50 -0.02 -0.001
S -2.56516 -1.24141 1.30181 -0.49 0.09 0.22 -0.005
C -2.51875 -4.33791 0.87303 0.05 0.24 -0.10 -0.001
C -2.93437 -5.46967 0.17511 0.05 0.02 0.04 0.000
C -3.01534 -6.68586 0.83242 -0.01 -0.01 -0.03 0.000
C -2.68632 -6.77220 2.17864 -0.01 -0.02 -0.01 0.000
C -2.26699 -5.64509 2.86990 0.02 0.00 0.03 0.000
C -2.18141 -4.42423 2.21844 0.02 -0.03 -0.02 0.000
C -3.86237 -2.75118 -1.10287 0.26 0.03 0.05 0.000
C -5.10886 -2.52657 -0.52221 0.00 -0.01 -0.05 0.000
C -6.24968 -2.62213 -1.30085 0.01 0.01 0.06 0.000
C -6.14472 -2.94191 -2.64858 -0.01 -0.01 -0.03 0.000
C -4.90151 -3.15629 -3.22398 -0.02 -0.01 -0.06 0.000
C -3.75250 -3.06183 -2.45306 0.01 0.05 0.03 0.000
H -3.19618 -5.39635 -0.87288 -0.03 -0.04 0.00 0.000
H -3.34114 -7.56586 0.29413 0.00 0.00 0.01 0.000
H -2.76330 -7.72318 2.68890 0.02 0.01 0.01 0.000
H -2.01047 -5.71382 3.91888 0.00 -0.01 -0.01 0.000
H -1.86323 -3.54008 2.75709 -0.02 -0.03 0.00 0.000
H -5.18022 -2.27500 0.52853 -0.04 -0.01 0.00 0.000
H -7.21956 -2.44730 -0.85480 0.00 0.00 -0.02 0.000
H -7.03710 -3.02287 -3.25521 0.00 0.02 0.01 0.000
H -4.82435 -3.39891 -4.27551 0.00 0.01 0.01 0.000
H -2.77802 -3.22191 -2.89684 -0.02 -0.01 -0.01 0.000
```
Positions in Å, forces in eV/Å.

Properties
Charge   +1
Calculated total energy   -8722.82154 a.u.
Frontier orbital gap (alpha / beta)   6.924 / 8.380 eV
ΔE to the lowest compared entry with this formula, charge and spin   241.1 kJ/mol
LUMO (alpha / beta)   -4.05 / -2.63 eV
Multiplicity   7
E_HOMO (alpha / beta)   -10.98 / -11.01 eV